Formula: C48H108Br4N6
Source: OMol25
Level of theory: wB97M-V/def2-TZVPD

The charge is +2. For the electronic energy, the calculation gives -12517.34988 hartree. The multiplicity is 1. For the HOMO energy, the calculation gives -6.86 eV. As for the gap between HOMO and LUMO: 4.1 eV.

Bonds (Å) are listed after each position.
CARTESIAN COORDINATES (ANGSTROEM)
1 C -2.773 -1.109 -4.948  C2 1.563, H10 1.090, H11 1.090, H12 1.090
2 C -2.243 -0.342 -3.694  C1 1.563, C3 1.586, H13 1.090, H14 1.090
3 C -2.314 -1.042 -2.272  C2 1.586, N4 1.521, H15 1.090, H16 1.090
4 N -1.651 -0.276 -1.137  C3 1.521, C5 1.539, C6 1.565, C9 1.559
5 C -2.158 1.168 -0.980  N4 1.539, H17 1.090, H18 1.090, H19 1.090
6 C -1.912 -1.095 0.171  N4 1.565, C7 1.556, H20 1.090, H21 1.090
7 C -0.545 -0.936 0.898  C6 1.556, C8 1.503, H22 1.090, H23 1.090
8 C 0.447 -0.227 0.019  C7 1.503, C9 1.546, H24 1.090, H25 1.090
9 C -0.118 -0.318 -1.417  N4 1.559, C8 1.546, H26 1.090, H27 1.090
10 H -3.840 -0.906 -5.042  C1 1.090
11 H -2.709 -2.197 -4.926  C1 1.090
12 H -2.435 -0.637 -5.871  C1 1.090
13 H -2.758 0.609 -3.560  C2 1.090
14 H -1.265 0.072 -3.939  C2 1.090
15 H -1.897 -2.046 -2.193  C3 1.090
16 H -3.384 -1.020 -2.067  C3 1.090
17 H -3.190 1.072 -0.642  C5 1.090
18 H -1.881 1.757 -1.854  C5 1.090
19 H -1.663 1.661 -0.143  C5 1.090
20 H -2.813 -0.677 0.620  C6 1.090
21 H -2.079 -2.153 -0.032  C6 1.090
22 H -0.772 -0.379 1.807  C7 1.090
23 H -0.187 -1.963 0.960  C7 1.090
24 H 0.739 0.813 0.163  C8 1.090
25 H 1.408 -0.723 0.160  C8 1.090
26 H 0.177 0.349 -2.228  C9 1.090
27 H 0.225 -1.293 -1.762  C9 1.090
28 C 4.495 -13.754 9.085  C29 1.517, H37 1.090, H38 1.090, H39 1.090
29 C 3.420 -12.837 8.534  C28 1.517, C30 1.562, H40 1.090, H41 1.090
30 C 2.748 -11.882 9.571  C29 1.562, N31 1.556, H42 1.090, H43 1.090
31 N 2.157 -10.596 8.926  C30 1.556, C32 1.516, C33 1.477, C36 1.535
32 C 1.017 -11.014 8.019  N31 1.516, H44 1.090, H45 1.090, H46 1.090
33 C 3.231 -9.876 8.212  N31 1.477, C34 1.494, H47 1.090, H48 1.090
34 C 2.788 -8.449 8.200  C33 1.494, C35 1.598, H49 1.090, H50 1.090
35 C 1.915 -8.197 9.515  C34 1.598, C36 1.556, H51 1.090, H52 1.090
36 C 1.580 -9.643 9.982  N31 1.535, C35 1.556, H53 1.090, H54 1.090
37 H 5.335 -13.206 9.511  C28 1.090
38 H 5.009 -14.377 8.353  C28 1.090
39 H 4.251 -14.386 9.939  C28 1.090
40 H 2.668 -13.489 8.089  C29 1.090
41 H 3.761 -12.337 7.628  C29 1.090
42 H 3.564 -11.464 10.160  C30 1.090
43 H 1.987 -12.281 10.242  C30 1.090
44 H 0.392 -11.726 8.559  C32 1.090
45 H 1.475 -11.362 7.093  C32 1.090
46 H 0.415 -10.140 7.770  C32 1.090
47 H 3.339 -10.208 7.180  C33 1.090
48 H 4.174 -9.960 8.751  C33 1.090
49 H 2.290 -8.261 7.249  C34 1.090
50 H 3.571 -7.705 8.348  C34 1.090
51 H 0.951 -7.737 9.298  C35 1.090
52 H 2.434 -7.612 10.274  C35 1.090
53 H 0.535 -9.879 10.183  C36 1.090
54 H 2.180 -9.918 10.849  C36 1.090
55 C 6.609 5.846 1.056  C56 1.569, H64 1.090, H65 1.090, H66 1.090
56 C 6.334 7.382 0.892  C55 1.569, C57 1.522, H67 1.090, H68 1.090
57 C 4.877 7.735 1.157  C56 1.522, N58 1.573, H69 1.090, H70 1.090
58 N 4.553 9.193 1.652  C57 1.573, C59 1.529, C60 1.581, C63 1.555
59 C 4.838 9.381 3.143  N58 1.529, H71 1.090, H72 1.090, H73 1.090
60 C 3.060 9.563 1.283  N58 1.581, C61 1.508, H74 1.090, H75 1.090
61 C 2.930 11.064 1.334  C60 1.508, C62 1.580, H76 1.090, H77 1.090
62 C 4.395 11.510 0.944  C61 1.580, C63 1.557, H78 1.090, H79 1.090
63 C 5.324 10.265 0.831  N58 1.555, C62 1.557, H80 1.090, H81 1.090
64 H 7.613 5.515 0.788  C55 1.090
65 H 5.953 5.295 0.381  C55 1.090
66 H 6.367 5.565 2.080  C55 1.090
67 H 6.666 7.897 -0.010  C56 1.090
68 H 6.950 7.940 1.597  C56 1.090
69 H 4.341 7.083 1.847  C57 1.090
70 H 4.303 7.523 0.256  C57 1.090
71 H 3.919 9.068 3.639  C59 1.090
72 H 4.833 10.456 3.320  C59 1.090
73 H 5.839 9.077 3.450  C59 1.090
74 H 2.391 9.052 1.975  C60 1.090
75 H 2.904 9.235 0.255  C60 1.090
76 H 2.676 11.328 2.361  C61 1.090
77 H 2.167 11.520 0.703  C61 1.090
78 H 4.735 12.223 1.695  C62 1.090
79 H 4.370 12.028 -0.015  C62 1.090
80 H 6.308 10.354 1.291  C63 1.090
81 H 5.501 9.971 -0.203  C63 1.090
82 C 4.019 -3.239 -8.341  C83 1.498, H91 1.090, H92 1.090, H93 1.090
83 C 4.706 -1.921 -8.147  C82 1.498, C84 1.529, H94 1.090, H95 1.090
84 C 6.234 -1.949 -8.139  C83 1.529, N85 1.583, H96 1.090, H97 1.090
85 N 7.062 -0.618 -7.924  C84 1.583, C86 1.582, C87 1.521, C90 1.536
86 C 6.507 0.425 -8.976  N85 1.582, H98 1.090, H99 1.090, H100 1.090
87 C 7.125 -0.004 -6.534  N85 1.521, C88 1.560, H101 1.090, H102 1.090
88 C 8.121 -0.904 -5.738  C87 1.560, C89 1.562, H103 1.090, H104 1.090
89 C 9.068 -1.553 -6.796  C88 1.562, C90 1.523, H105 1.090, H106 1.090
90 C 8.565 -0.900 -8.076  N85 1.536, C89 1.523, H107 1.090, H108 1.090
91 H 2.954 -3.326 -8.128  C82 1.090
92 H 4.549 -3.966 -7.725  C82 1.090
93 H 3.984 -3.566 -9.380  C82 1.090
94 H 4.396 -1.555 -7.168  C83 1.090
95 H 4.300 -1.248 -8.903  C83 1.090
96 H 6.575 -2.261 -9.127  C84 1.090
97 H 6.561 -2.799 -7.539  C84 1.090
98 H 6.504 -0.031 -9.966  C86 1.090
99 H 7.094 1.339 -8.888  C86 1.090
100 H 5.457 0.544 -8.708  C86 1.090
101 H 7.580 0.986 -6.575  C87 1.090
102 H 6.131 -0.054 -6.090  C87 1.090
103 H 8.674 -0.263 -5.052  C88 1.090
104 H 7.600 -1.568 -5.048  C88 1.090
105 H 10.112 -1.405 -6.522  C89 1.090
106 H 8.923 -2.633 -6.812  C89 1.090
107 H 8.990 0.102 -8.142  C90 1.090
108 H 8.775 -1.452 -8.992  C90 1.090
109 C -7.835 -7.062 0.164  C110 1.560, H118 1.090, H119 1.090, H120 1.090
110 C -7.398 -7.499 1.596  C109 1.560, C111 1.555, H121 1.090, H122 1.090
111 C -8.403 -7.055 2.696  C110 1.555, N112 1.609, H123 1.090, H124 1.090
112 N -7.771 -7.330 4.150  C111 1.609, C113 1.621, C114 1.491, C117 1.568
113 C -7.450 -8.903 4.367  N112 1.621, H125 1.090, H126 1.090, H127 1.090
114 C -8.673 -6.784 5.205  N112 1.491, C115 1.545, H128 1.090, H129 1.090
115 C -7.882 -6.356 6.461  C114 1.545, C116 1.548, H130 1.090, H131 1.090
116 C -6.476 -6.023 5.908  C115 1.548, C117 1.555, H132 1.090, H133 1.090
117 C -6.451 -6.535 4.439  N112 1.568, C116 1.555, H134 1.090, H135 1.090
118 H -7.505 -6.056 -0.097  C109 1.090
119 H -8.905 -7.166 -0.011  C109 1.090
120 H -7.397 -7.650 -0.643  C109 1.090
121 H -6.356 -7.201 1.706  C110 1.090
122 H -7.419 -8.587 1.669  C110 1.090
123 H -9.348 -7.595 2.639  C111 1.090
124 H -8.650 -5.994 2.708  C111 1.090
125 H -8.479 -9.258 4.415  C113 1.090
126 H -7.064 -9.007 5.381  C113 1.090
127 H -6.973 -9.357 3.497  C113 1.090
128 H -9.432 -7.533 5.430  C114 1.090
129 H -9.158 -5.866 4.872  C114 1.090
130 H -7.759 -7.236 7.093  C115 1.090
131 H -8.290 -5.517 7.024  C115 1.090
132 H -5.599 -6.482 6.365  C116 1.090
133 H -6.380 -4.938 5.962  C116 1.090
134 H -5.642 -7.249 4.283  C117 1.090
135 H -6.232 -5.795 3.669  C117 1.090
136 C -5.285 9.706 -1.330  C137 1.523, H145 1.090, H146 1.090, H147 1.090
137 C -4.861 10.469 -2.578  C136 1.523, C138 1.527, H148 1.090, H149 1.090
138 C -4.778 9.651 -3.865  C137 1.527, N139 1.561, H150 1.090, H151 1.090
139 N -4.481 10.450 -5.172  C138 1.561, C140 1.567, C141 1.556, C144 1.557
140 C -3.061 11.102 -5.054  N139 1.567, H152 1.090, H153 1.090, H154 1.090
141 C -4.557 9.597 -6.472  N139 1.556, C142 1.544, H155 1.090, H156 1.090
142 C -4.790 10.572 -7.646  C141 1.544, C143 1.509, H157 1.090, H158 1.090
143 C -5.554 11.693 -6.985  C142 1.509, C144 1.507, H159 1.090, H160 1.090
144 C -5.544 11.544 -5.485  N139 1.557, C143 1.507, H161 1.090, H162 1.090
145 H -4.465 9.040 -1.063  C136 1.090
146 H -6.277 9.262 -1.244  C136 1.090
147 H -5.347 10.431 -0.518  C136 1.090
148 H -3.911 10.931 -2.309  C137 1.090
149 H -5.646 11.221 -2.660  C137 1.090
150 H -5.726 9.149 -4.060  C138 1.090
151 H -4.040 8.870 -3.684  C138 1.090
152 H -3.090 11.987 -4.419  C140 1.090
153 H -2.815 11.429 -6.065  C140 1.090
154 H -2.380 10.361 -4.634  C140 1.090
155 H -3.739 8.877 -6.430  C141 1.090
156 H -5.460 9.002 -6.336  C141 1.090
157 H -3.888 11.007 -8.076  C142 1.090
158 H -5.348 10.135 -8.474  C142 1.090
159 H -5.182 12.673 -7.283  C143 1.090
160 H -6.582 11.706 -7.346  C143 1.090
161 H -5.205 12.390 -4.887  C144 1.090
162 H -6.451 11.102 -5.070  C144 1.090
163 Br 1.866 5.195 -5.630  no bonds
164 Br 0.044 -8.001 1.273  no bonds
165 Br -0.700 5.003 5.727  no bonds
166 Br -9.231 0.363 0.953  no bonds

Mulliken population analysis, charges in e, atoms 1 to 99: -1.309 -0.448 -0.670 0.081 -1.024 -0.653 -0.428 -0.801 -0.630 0.355 0.338 0.356 0.357 0.338 0.540 0.381 0.403 0.373 0.430 0.401 0.332 0.323 0.363 0.346 0.417 0.463 0.361 -1.542 -0.210 -0.769 0.083 -1.016 -0.587 -0.716 -0.613 -0.582 0.377 0.387 0.358 0.354 0.311 0.389 0.597 0.360 0.366 0.479 0.384 0.392 0.374 0.371 0.293 0.388 0.417 0.350 -1.312 -0.401 -0.820 0.084 -0.888 -0.746 -0.520 -0.692 -0.632 0.381 0.336 0.360 0.418 0.317 0.514 0.419 0.336 0.425 0.323 0.519 0.391 0.313 0.349 0.312 0.377 0.422 0.413 -1.469 -0.083 -0.833 0.096 -0.960 -0.622 -0.497 -0.542 -0.699 0.378 0.351 0.355 0.282 0.332 0.368 0.419 0.339 0.426